[1]
ORCA calculation (ωB97M-V/def2-TZVPD) on a cluster of 2 separate species, C3H3ClN2OS in total at a distorted geometry.

Structure (XYZ):
```
11
Properties=species:S:1:pos:R:3:forces:R:3:lowdin_charge:R:1
C 1.45201 0.19806 -0.61531 4.038 0.925 1.086 -0.1228
C 0.07368 0.00988 -0.89390 -1.590 0.749 -0.117 -0.1293
C 0.40236 1.99653 -0.08376 -2.369 -0.745 -0.997 -0.6413
N 1.58734 1.38580 -0.09151 2.787 0.603 0.311 0.0080
N -0.61306 1.10404 -0.59751 0.679 -0.564 -0.001 0.0675
O -1.29280 3.85902 0.10474 -1.632 0.815 -0.098 -0.5051
S 0.11112 3.61560 0.24348 1.583 -2.247 -0.047 1.0618
Cl -3.04823 0.49137 1.54470 -0.224 -1.256 1.285 0.3096
H 2.52576 -0.30533 -0.70699 -3.100 0.194 -0.141 0.1566
H -0.33920 -0.90842 -1.29026 -0.418 0.288 -0.027 0.1089
H -2.96588 1.38865 0.70245 0.245 1.238 -1.256 -0.3139
```
Positions in Å, forces in eV/Å.

Results
Frontier orbital gap (spin up / spin down) ... 0.2779 / 0.2734 hartree
Electronic energy ... -1159.15616 Eh
Total charge ... 0
LUMO level (spin up / spin down) ... -2.352 / -2.482 eV
HOMO energy (spin up / spin down) ... -0.364 / -0.365 hartree
ΔE to the lowest compared entry with this formula, charge and spin ... 52.8 kcal/mol

[2]
ORCA calculation (ωB97M-V/def2-TZVPD) on a structure of composition BaH48O24 at a distorted geometry.

Structure (XYZ):
```
73
Properties=species:S:1:pos:R:3:forces:R:3:lowdin_charge:R:1
Ba -21.73215 -11.05170 23.46275 0.309 -0.183 0.105 2.1723
O -22.80368 -13.79845 23.29315 -0.317 0.453 0.020 -0.1107
H -22.17350 -14.50615 23.42836 0.340 -0.207 -0.294 -0.0062
H -23.63954 -14.24433 23.15616 -0.248 -0.098 -0.049 0.0601
O -21.18673 -9.32019 25.47968 -0.685 -0.409 -0.296 -0.1815
H -21.65837 -8.83298 26.15526 -0.450 0.032 0.506 0.0256
H -20.28129 -9.01881 25.55443 0.852 0.347 -0.062 -0.0154
O -23.03560 -9.09820 27.83397 1.219 -0.068 0.148 -0.0436
H -23.19751 -9.14452 28.77624 0.036 0.203 0.351 0.0662
H -23.82331 -9.46944 27.43658 -0.820 0.112 -0.248 -0.0203
O -18.96918 -7.83437 21.40618 0.632 -0.157 0.100 -0.0388
H -19.33247 -7.04000 21.79762 -0.030 0.252 0.022 0.0438
H -19.69449 -8.45896 21.41371 -0.405 -0.062 -0.077 -0.0103
O -22.14610 -8.06689 19.75355 -0.044 0.102 0.174 -0.0193
H -22.36773 -8.36875 18.87265 0.069 -0.216 -0.339 0.0728
H -22.77453 -7.36747 19.93277 -0.065 0.356 -0.166 0.0473
O -20.10638 -14.00240 19.99079 0.002 -0.001 0.235 -0.0333
H -20.12329 -14.17696 19.04979 -0.022 -0.488 -0.473 0.0710
H -19.80737 -14.82333 20.38181 0.076 -0.233 -0.095 0.0521
O -20.78906 -15.67394 22.94945 0.048 0.161 0.008 -0.0184
H -20.84233 -16.25843 23.70559 0.119 -0.329 0.343 0.0848
H -20.16345 -16.09791 22.36200 0.081 -0.384 -0.196 0.0741
O -20.67560 -12.55472 25.52444 -0.374 0.404 -0.328 -0.1680
H -21.18708 -13.25272 25.93361 -0.364 -0.287 0.584 0.0098
H -19.81078 -12.94077 25.38552 0.806 -0.295 -0.155 -0.0045
O -20.32147 -11.47377 18.89205 -0.253 0.198 -0.037 -0.0217
H -20.30765 -12.41191 19.08164 -0.046 0.037 0.137 -0.0118
H -19.40423 -11.24609 18.74018 0.224 0.279 -0.080 0.0657
O -18.18172 -13.89454 25.45707 -0.351 0.079 -0.370 -0.0239
H -18.29318 -14.34816 26.29256 0.079 -0.286 0.326 0.0679
H -17.55322 -13.19734 25.64450 0.436 0.261 0.075 0.0558
O -20.93448 -11.33404 28.32448 -0.040 -0.474 0.330 -0.0408
H -20.19264 -11.24710 27.72586 0.115 -0.023 -0.211 0.0239
H -21.54059 -10.64297 28.05747 -0.344 0.536 -0.128 -0.0135
O -18.82054 -8.03762 25.63417 0.020 -0.053 -0.120 -0.0189
H -17.91401 -8.21966 25.38660 0.284 -0.149 -0.081 0.0656
H -18.76634 -7.25859 26.18770 -0.063 0.286 0.233 0.0710
O -24.32029 -10.36079 22.99180 -0.175 -0.593 0.109 -0.1655
H -24.83101 -11.14899 22.80702 -0.080 -0.253 0.202 0.0319
H -24.94942 -9.64355 22.91438 0.039 0.777 -0.266 0.0314
O -23.56348 -11.88414 25.36144 -0.415 0.724 -0.137 -0.1644
H -22.93976 -12.09483 26.05628 0.244 -0.301 0.640 0.0001
H -24.33885 -12.40577 25.56867 -0.109 -0.334 0.045 0.0685
O -19.11361 -10.29404 23.05181 -1.036 0.176 -0.070 -0.1675
H -18.72862 -9.42093 22.97637 0.021 0.635 -0.213 0.0314
H -18.36378 -10.88886 23.03920 0.589 -0.181 0.361 -0.0273
O -24.64043 -7.81302 22.24839 -0.049 0.019 0.025 -0.0176
H -24.69669 -7.48513 21.35086 -0.281 0.043 -0.258 0.0552
H -24.08544 -7.17824 22.70145 -0.042 0.232 0.300 0.0551
O -23.34083 -13.31330 19.10842 0.735 -0.308 -0.364 -0.0441
H -23.96823 -12.79027 19.60746 -0.397 0.021 0.006 -0.0464
H -23.07621 -14.00914 19.71009 0.161 -0.249 0.060 0.0275
O -19.90337 -13.01038 22.63068 0.462 0.477 0.235 -0.1466
H -19.98744 -13.95848 22.73196 -0.316 -0.483 0.329 -0.0001
H -19.25873 -12.89991 21.93177 -0.089 0.216 -0.531 0.0426
O -22.59474 -13.80706 27.27537 -0.026 -0.046 -0.401 -0.0237
H -23.05029 -14.64871 27.29403 -0.181 -0.301 -0.033 0.0670
H -22.52302 -13.55256 28.19532 0.329 0.352 0.408 0.0652
O -21.62685 -8.63051 22.32188 0.274 0.216 0.863 -0.2008
H -21.92158 -8.83445 21.43431 -0.345 -0.238 -1.054 -0.0236
H -21.89020 -7.72053 22.45905 0.135 0.140 0.203 0.0577
O -22.31105 -10.85873 20.78608 -0.140 0.040 0.631 -0.1646
H -21.73990 -11.22533 20.11109 0.685 -0.065 -0.626 0.0073
H -23.19778 -11.04123 20.47521 -0.485 0.068 -0.072 0.0122
O -25.13988 -11.75429 20.19918 -0.100 0.451 0.456 -0.0088
H -25.58468 -11.90841 21.03262 -0.224 -0.140 0.087 0.0632
H -25.84017 -11.50586 19.59576 -0.230 0.075 -0.442 0.0947
O -16.91885 -11.70998 23.47760 -0.069 0.037 0.102 -0.0066
H -17.45625 -12.48746 23.32608 -0.064 -0.677 0.135 0.0274
H -16.44124 -11.58483 22.65757 0.551 0.029 -0.242 0.0796
O -25.34579 -9.61453 26.62185 -0.211 -0.200 0.116 -0.0150
H -25.48295 -8.90342 25.99596 -0.138 0.351 -0.080 0.0665
H -24.96509 -10.32206 26.10157 0.152 -0.406 -0.415 0.0096
```
Positions in Å, forces in eV/Å.

Results
Frontier orbital gap ... 0.3746 hartree
Electronic energy ... -1859.75817 Eh
Total charge ... +2
LUMO level ... -5.134 eV
HOMO energy ... -0.563 hartree
ΔE to the lowest compared entry with this formula, charge and spin ... 0.0 kcal/mol

[3]
ORCA calculation (ωB97M-V/def2-TZVPD) on an isolated molecule of C11H13N3O at a distorted geometry.

Structure (XYZ):
```
28
Properties=species:S:1:pos:R:3:forces:R:3:lowdin_charge:R:1
C -0.21576 -3.95982 1.19283 -1.442 -0.776 -3.356 -0.0981
C 0.77377 -2.27790 0.12414 2.785 1.413 -5.218 -0.3417
C 1.80410 -1.09923 0.14243 -1.339 -1.526 -0.899 -0.1655
C 0.52092 0.67058 -1.32722 0.038 -1.589 -1.140 -0.2765
C -1.09671 1.31859 -2.78993 2.954 -0.451 1.396 -0.2344
C -1.16822 2.24982 -0.70555 -0.859 -0.506 -1.382 -0.1944
C -1.86627 2.97167 0.30296 -0.243 -0.022 -3.395 -0.0296
C -1.36383 3.09719 1.50436 2.526 0.450 3.169 -0.0645
C -0.06399 2.51677 1.70597 -1.275 -0.111 -0.447 -0.0729
C 0.61142 1.75039 0.78975 0.514 -0.102 4.559 -0.0224
C 0.02120 1.63895 -0.45058 1.669 -1.662 1.103 -0.1426
H -1.21658 -3.43916 0.77648 2.170 -0.756 1.291 0.1206
H -0.00269 -4.71922 0.30337 -0.500 0.942 2.031 0.1195
H -0.45749 -4.46239 2.14054 0.723 0.381 -0.297 0.0798
H 1.22890 -2.83726 -0.75804 -1.140 0.060 0.125 0.1322
H -0.19153 -1.88452 -0.26543 0.010 -0.394 1.128 0.1324
H 1.54270 -0.66374 1.07919 1.152 0.709 0.681 0.0796
H 2.79818 -1.57454 -0.08889 -0.692 0.991 1.254 0.1443
H 1.71262 -0.80539 -1.93453 -0.487 1.429 2.423 0.1756
H -1.35312 1.37525 -3.76606 -1.276 -0.263 -3.033 0.0784
H -2.64828 3.52078 -0.12219 -1.731 0.497 0.040 0.1018
H -1.77404 3.64146 2.39511 0.021 -0.457 -1.330 0.1292
H 0.29716 2.57358 2.67694 0.819 0.094 1.687 0.0736
H 1.36168 1.07885 1.40482 -0.918 1.653 -2.504 0.1469
N 1.52085 -0.25725 -1.00126 0.403 -0.155 -3.700 0.0320
N 0.00925 0.59528 -2.54234 0.935 -1.167 0.212 0.1352
N -1.69251 2.05011 -1.96291 -2.573 2.703 2.222 0.1220
O 0.90827 -3.06884 1.17605 -2.243 -1.385 3.380 -0.1603
```
Positions in Å, forces in eV/Å.

Results
Frontier orbital gap ... 0.3268 hartree
Electronic energy ... -666.35599 Eh
Total charge ... 0
SMILES string ... COCCNc1ncnc2ccccc12
LUMO level ... 0.439 eV
HOMO energy ... -0.311 hartree
ΔE to the lowest compared entry with this formula, charge and spin ... 76.7 kcal/mol

[4]
ORCA calculation (ωB97M-V/def2-TZVPD) on an isolated molecule of C5H8O2.

Structure (XYZ):
```
15
Properties=species:S:1:pos:R:3:forces:R:3:lowdin_charge:R:1
C 1.82436 -0.22435 0.73164 0.090 0.056 0.014 -0.0066
C 1.15093 0.31138 -0.51094 0.131 0.227 -0.111 -0.4370
C -0.12700 -0.39938 -0.96132 -0.037 0.006 -0.089 -0.0761
C -1.22004 -0.02481 0.01367 -0.059 0.353 -0.129 -0.4201
O -1.32559 -0.79971 1.14198 -0.050 -0.221 -0.076 0.0202
C -1.94166 1.08613 -0.10005 0.056 -0.130 0.038 0.0780
O 1.55382 1.28530 -1.10677 -0.103 -0.449 0.209 0.0850
H 2.22626 -1.22609 0.53551 -0.074 0.129 -0.004 0.0905
H 1.09797 -0.31718 1.54666 0.109 0.032 -0.138 0.0810
H 2.63767 0.44119 1.02479 -0.102 -0.097 -0.040 0.0864
H -0.36954 -0.04627 -1.96570 0.010 -0.028 0.167 0.1253
H 0.01878 -1.48872 -0.99889 -0.010 0.172 0.074 0.1243
H -1.07391 -1.70716 0.92949 -0.007 0.132 0.066 0.1057
H -1.80795 1.73875 -0.95524 0.020 -0.102 0.145 0.0731
H -2.64410 1.37093 0.67516 0.025 -0.079 -0.126 0.0704
```
Positions in Å, forces in eV/Å.

Results
Frontier orbital gap ... 0.3554 hartree
Electronic energy ... -345.77119 Eh
Total charge ... 0
SMILES string ... C=C(O)CC(C)=O
LUMO level ... 0.583 eV
HOMO energy ... -0.334 hartree
ΔE to the lowest compared entry with this formula, charge and spin ... 21.2 kcal/mol